(1)
A single C5H11NOS molecule in a non-equilibrium geometry, computed with the ωB97M-V functional and the def2-TZVPD basis.

```
19
C5H11NOS | the Open Molecules 2025 dataset | the ωB97M-V functional and the def2-TZVPD basis
C 0.0846 1.7754 0.1215
C 0.2946 0.4653 0.0168
C 1.4735 -0.2393 0.5833
C 2.5903 -0.5088 -0.4490
C -0.7464 -0.3632 -0.6115
S -2.4359 -0.0900 0.1235
N -3.0773 -1.4782 0.1135
O -2.9938 1.2017 -0.2336
H -0.7056 2.4973 -0.1037
H 0.9216 2.4898 0.4359
H 1.1320 -1.1840 0.9040
H 1.9478 0.1550 1.5454
H 3.1141 0.4241 -0.7903
H 2.3397 -1.0621 -1.3656
H 3.2808 -1.1800 0.1359
H -0.9524 -0.0858 -1.7120
H -0.2799 -1.4180 -0.6034
H -1.9805 0.2731 1.5480
H -4.0073 -1.6722 0.3413
```

Output
- SMILES string = C=C(CC)C[S@H](=N)=O
- energy (eV) = -19732.1712
- multiplicity = 1
- orbital gap (eV) = 10.37
- energy relative to the best compared isomer or geometry (same formula, charge and spin) (eV) = 4.924

Atomic partial charges in e from the natural (NBO) method, atoms 1 to 2: -0.37, -0.05



(2)
C27H41N4OPdSbSi3 as an isolated structure in a non-equilibrium geometry, computed with the ωB97M-V functional and the def2-TZVPD basis.

```
78
C27H41N4OPdSbSi3 | the Open Molecules 2025 dataset | the ωB97M-V functional and the def2-TZVPD basis
Pd -0.3738 -0.5099 -0.5464
C 3.6325 -2.9263 -1.5655
C 2.7695 -1.8929 -1.1820
N 1.4775 -1.8907 -1.4357
C 0.9499 -2.9299 -2.1166
C 1.7339 -4.0143 -2.5434
C 3.1061 -3.9940 -2.2398
C 1.1433 -5.0850 -3.2922
C -0.1549 -5.0369 -3.6420
C -0.9777 -3.9235 -3.2634
C -2.3100 -3.8251 -3.6969
C -3.0442 -2.7201 -3.3618
C -2.4538 -1.7529 -2.5477
N -1.2153 -1.8314 -2.0885
C -0.4519 -2.8907 -2.4703
H 4.6862 -2.8680 -1.3327
H 3.1624 -1.0353 -0.6446
H 3.7333 -4.8175 -2.5570
H 1.7692 -5.9162 -3.5894
H -0.6032 -5.8270 -4.2297
H -2.7312 -4.6140 -4.3071
H -4.0629 -2.5872 -3.6961
H -3.0309 -0.8896 -2.2493
C 1.1800 -2.4244 4.1652
Si 1.1144 -0.5753 4.1676
C -0.1465 0.1562 5.3051
C 2.7667 0.2559 4.3138
Sb 0.4710 0.1503 1.6498
Si -2.2279 -0.9618 0.8254
C -2.5753 -2.7912 0.6985
C -2.1585 -0.5107 2.6705
C -3.5211 0.1988 0.1135
Si 0.3609 2.7904 1.7637
C -1.0648 3.2504 0.6651
C 0.1506 3.4346 3.4928
C 2.0553 3.1878 1.0897
H 1.5960 -2.7574 5.1207
H 1.8225 -2.8068 3.3717
H 0.1933 -2.8779 4.0635
H 0.2469 -0.0463 6.3086
H -1.1315 -0.2999 5.2456
H -0.2372 1.2370 5.2105
H 3.1737 0.0408 5.3061
H 2.6929 1.3403 4.2219
H 3.4887 -0.1122 3.5834
H -3.0254 -3.1595 1.6229
H -1.6632 -3.3609 0.5167
H -3.2689 -3.0000 -0.1166
H -1.6956 -1.2831 3.2864
H -3.2072 -0.4497 2.9833
H -1.7498 0.4738 2.9504
H -3.2839 0.5783 -0.8788
H -3.6101 1.0686 0.7679
H -4.5033 -0.2790 0.0735
H -1.9897 3.2988 1.2436
H -1.2019 2.5402 -0.1513
H -0.8915 4.2372 0.2231
H -0.8360 3.2011 3.8961
H 0.2304 4.5249 3.4524
H 0.9128 3.0812 4.1873
H 2.3118 2.6176 0.1966
H 2.8346 3.0400 1.8395
H 2.0612 4.2458 0.8108
N 1.2320 5.8783 -3.5322
C 0.4590 5.2392 -2.6345
O -0.1579 5.7813 -1.7385
C 0.4120 3.7352 -2.7211
C -0.8079 3.0922 -2.8847
C -0.8532 1.7197 -2.7339
N 0.2109 0.9804 -2.4004
C 1.3868 1.6019 -2.3044
C 1.5411 2.9681 -2.4781
H 1.2641 6.8855 -3.5062
H 1.6239 5.4037 -4.3265
H -1.7081 3.6559 -3.0888
H -1.7872 1.1839 -2.8616
H 2.2401 0.9728 -2.0753
H 2.5159 3.4264 -2.3718
```

Output
- energy (eV) = -70312.7871
- multiplicity = 1
- orbital gap (eV) = 6.05
- net charge = +2

Atomic partial charges in e from the Löwdin method, atoms 1 to 2: 0.34, -0.02



(3)
A 11-piece molecular cluster, C48H126F6N9O14S2 overall in a non-equilibrium geometry, computed with the ωB97M-V functional and the def2-TZVPD basis.

```
205
C48H126F6N9O14S2 | the Open Molecules 2025 dataset | the ωB97M-V functional and the def2-TZVPD basis
C 5.8809 0.6775 0.7645
C 5.7827 2.0781 0.1912
C 6.9537 2.4220 -0.7046
O 7.0750 1.4368 -1.7026
C 8.2156 1.6516 -2.5300
N 4.5062 2.2999 -0.5850
H 4.5725 3.1868 -1.0881
H 4.4640 1.6031 -1.3350
H 3.5522 2.2033 -0.1729
H 5.0759 0.3588 1.4257
H 6.7932 0.5812 1.3519
H 5.9530 -0.0288 -0.0661
H 5.8101 2.7310 1.0651
H 7.8306 2.4207 -0.0446
H 6.8905 3.3896 -1.2182
H 8.2761 2.5702 -3.1162
H 8.2692 0.7994 -3.2048
H 9.1235 1.5754 -1.9229
C 5.0577 -7.2071 -0.8984
C 3.8610 -6.2961 -1.0028
C 3.8805 -5.1084 -0.0638
O 2.6816 -4.3691 -0.2306
C 2.6810 -3.2376 0.6270
N 3.6332 -5.8547 -2.4487
H 3.5021 -6.7429 -2.9357
H 2.9231 -5.1331 -2.5970
H 4.5240 -5.4874 -2.7979
H 5.9772 -6.8090 -1.3272
H 4.8436 -8.1392 -1.4301
H 5.1764 -7.5111 0.1399
H 2.9117 -6.8006 -0.8064
H 4.7825 -4.4937 -0.1943
H 3.9289 -5.4541 0.9742
H 3.3906 -2.4592 0.3122
H 2.9957 -3.5162 1.6353
H 1.6984 -2.7719 0.5731
C -1.6146 -3.3661 -1.3837
C -0.2104 -3.5871 -1.9972
C -0.3006 -4.5516 -3.1641
O 0.9872 -4.9751 -3.6003
C 0.9086 -5.9442 -4.6587
N 0.3942 -2.2654 -2.4197
H 1.3552 -2.3522 -2.7460
H -0.1858 -1.8665 -3.1574
H 0.4091 -1.6186 -1.6062
H -1.9862 -4.2548 -0.8822
H -2.2629 -3.0637 -2.2080
H -1.6411 -2.5673 -0.6399
H 0.4057 -4.0233 -1.2099
H -0.8178 -4.0824 -4.0130
H -0.8923 -5.4267 -2.8812
H 0.3006 -5.5798 -5.4909
H 0.4578 -6.8681 -4.2947
H 1.9196 -6.0641 -5.0410
C 8.6324 2.5872 5.8648
C 7.4699 2.7574 4.8968
C 6.3993 1.6842 4.8651
O 5.4462 1.9947 3.8190
C 4.0955 1.7509 4.1213
N 6.7663 4.0982 5.1246
H 6.1938 4.2792 4.2990
H 6.1574 4.1544 5.9456
H 7.4053 4.8928 5.2287
H 9.0364 1.5810 5.8078
H 8.2925 2.7090 6.9007
H 9.3349 3.4137 5.7697
H 7.8664 2.9472 3.8969
H 5.8654 1.5727 5.8122
H 6.8312 0.7230 4.5851
H 3.4941 2.2108 3.3377
H 3.7969 2.2350 5.0619
H 3.8189 0.7003 4.2566
C -6.7479 1.3505 2.8929
C -6.0671 0.4577 3.9199
C -4.7899 1.0250 4.5260
O -4.3172 0.0766 5.4495
C -3.1191 0.5599 6.0878
N -7.0543 0.0601 5.0009
H -7.1575 0.6421 5.8381
H -8.0101 -0.0469 4.6369
H -6.8508 -0.8902 5.3146
H -7.3291 0.6707 2.2666
H -6.0906 1.9348 2.2592
H -7.5082 1.9251 3.4285
H -5.8391 -0.5323 3.5191
H -5.1489 1.9455 5.0140
H -4.1183 1.2977 3.7082
H -2.6295 -0.1582 6.7396
H -3.4680 1.3925 6.7074
H -2.4304 0.9497 5.3334
C -6.9855 1.3720 -2.1166
N -5.8870 1.7369 -3.1135
C -6.2481 1.0761 -4.4035
C -5.9506 3.2173 -3.3269
C -4.5394 1.2089 -2.6301
C -3.7518 2.0731 -1.6737
O -4.3761 2.1611 -0.4058
H -6.9395 0.3078 -1.9006
H -7.9334 1.7524 -2.4770
H -6.6539 1.8642 -1.2035
H -6.1358 -0.0040 -4.3996
H -5.6487 1.5334 -5.1937
H -7.2584 1.3475 -4.7093
H -5.2875 3.5817 -4.1057
H -5.6274 3.6699 -2.3890
H -6.9909 3.4995 -3.4564
H -3.9882 1.0182 -3.5549
H -4.7709 0.2206 -2.2344
H -3.5586 3.0993 -1.9898
H -2.7390 1.6530 -1.6044
H -4.6445 1.2748 -0.0875
C -2.8176 -5.5668 6.4746
N -3.6996 -4.4152 6.0597
C -4.7386 -4.9757 5.1513
C -4.3485 -3.8881 7.3031
C -2.9747 -3.2540 5.3586
C -1.5257 -3.1461 5.6589
O -1.3122 -2.7589 7.0063
H -2.4092 -6.0514 5.5914
H -3.3731 -6.2876 7.0669
H -2.0327 -5.1254 7.0816
H -4.2319 -5.3335 4.2486
H -5.4437 -4.2350 4.7849
H -5.1571 -5.9026 5.5370
H -4.7371 -4.7006 7.9138
H -5.1925 -3.2618 7.0167
H -3.6762 -3.2937 7.9166
H -3.5343 -2.3516 5.6005
H -3.1149 -3.4363 4.2928
H -1.0021 -2.4434 4.9953
H -0.9429 -4.0408 5.4081
H -0.4975 -3.1304 7.3594
C -1.5116 5.3559 3.6715
N -2.8825 5.2043 3.0886
C -3.7045 4.4871 4.1334
C -3.5023 6.5662 2.8722
C -2.8367 4.4328 1.7662
C -1.9355 5.0766 0.7116
O -0.5560 4.8440 0.7815
H -1.0213 4.3855 3.6395
H -1.5409 5.7154 4.6985
H -0.9361 6.0759 3.0950
H -3.9608 5.2509 4.8629
H -3.1131 3.6790 4.5527
H -4.6285 4.1196 3.6895
H -2.9615 7.1649 2.1499
H -3.4842 7.0514 3.8455
H -4.5286 6.4069 2.5478
H -3.8675 4.4247 1.4182
H -2.4599 3.4544 2.0662
H -2.0743 6.1574 0.6844
H -2.3504 4.7412 -0.2466
H -0.3450 3.9765 0.3951
C 3.2941 -2.4580 -7.2924
C 1.7989 -2.1755 -7.2076
C 1.3653 -0.7108 -7.1523
C 1.9222 0.0552 -5.9552
N 1.7705 1.5504 -6.0483
C 0.2890 1.8677 -5.8438
C 0.0331 1.9330 -4.3309
C 1.3854 2.3079 -3.7199
C 2.3984 2.2684 -4.8827
C 2.1524 2.1731 -7.3811
C 3.5672 1.8447 -7.7956
C 4.0164 2.7899 -8.9286
H 3.7417 -1.9878 -8.1698
H 3.5535 -3.5084 -7.1944
H 3.8671 -1.9519 -6.5009
H 1.3597 -2.6863 -6.3341
H 1.2483 -2.6947 -7.9941
H 0.2755 -0.8025 -7.0876
H 1.5000 -0.2197 -8.1166
H 2.9637 -0.2338 -5.8268
H 1.3582 -0.1993 -5.0551
H 0.0836 2.8336 -6.3097
H -0.3307 1.2224 -6.4636
H -0.7180 2.6949 -4.1473
H -0.2504 0.9565 -3.9386
H 1.3675 3.3175 -3.3173
H 1.7479 1.6070 -2.9661
H 2.4558 3.3090 -5.2019
H 3.4006 1.9138 -4.6636
H 2.1016 3.2530 -7.2159
H 1.4091 2.0479 -8.1692
H 3.6931 0.7803 -8.0008
H 4.2263 2.0619 -6.9484
H 3.3316 2.9430 -9.7577
H 4.9610 2.3942 -9.3049
H 4.3274 3.7458 -8.5052
C -4.7409 -2.6948 1.2678
F -3.7076 -2.0511 1.8758
F -4.3092 -3.8779 0.8837
F -5.6948 -2.8593 2.1996
S -5.3980 -1.5932 -0.1206
O -4.3997 -1.8287 -1.1655
O -6.6972 -2.1303 -0.3976
O -5.4120 -0.2192 0.3783
C 0.0567 0.3109 1.8021
F 0.9476 -0.5775 2.2309
F -1.0962 -0.3167 1.5598
F -0.1519 1.2694 2.6912
S 0.6227 1.0555 0.1732
O 2.0554 1.3444 0.3694
O 0.3979 -0.0066 -0.8081
O -0.1887 2.2371 0.0363
```

Output
- energy (eV) = -131796.4407
- multiplicity = 1
- orbital gap (eV) = 8.45
- net charge = +7

Atomic partial charges in e from the Löwdin method, atoms 1 to 2: -0.03, -0.31



(4)
A single C7H13N molecule in a non-equilibrium geometry, computed with the ωB97M-V functional and the def2-TZVPD basis.

```
21
C7H13N | the Open Molecules 2025 dataset | the ωB97M-V functional and the def2-TZVPD basis
H -3.5121 2.3653 -1.7346
N -2.9745 2.0539 -0.9168
C -1.9861 1.3133 -1.2599
C -1.0233 0.6006 -0.1248
C -1.3860 0.9002 1.2812
C -0.0608 -0.0629 -0.7252
C 0.9499 -1.0938 0.0672
C 1.5089 -0.5951 1.3921
C 2.1011 -1.4223 -0.8853
H -1.7726 1.1403 -2.3313
H -0.6088 1.4868 1.7781
H -1.5603 -0.0252 1.8370
H -2.3089 1.4901 1.3289
H 0.0435 -0.1457 -1.8030
H 0.3944 -2.0199 0.2533
H 2.3200 -1.2382 1.7570
H 0.7701 -0.6286 2.1960
H 1.9183 0.4151 1.2867
H 2.8053 -2.1315 -0.4333
H 1.7300 -1.8874 -1.8047
H 2.6518 -0.5150 -1.1586
```

Output
- SMILES string = [H]/N=C/C(C)=C/C(C)C
- energy (eV) = -8958.4858
- multiplicity = 1
- orbital gap (eV) = 10.39
- energy relative to the best compared isomer or geometry (same formula, charge and spin) (eV) = 1.447

Atomic partial charges in e from the natural (NBO) method, atoms 1 to 2: 0.34, -0.65